Below is a 9-piece molecular cluster, C55H98B2N11O4 overall in a non-equilibrium geometry, with properties calculated with the ωB97M-V functional and the def2-TZVPD basis.

Highest occupied orbital energy, eV: -11.19
Net charge: +1
LUMO level, eV: -2.99
Maximum force, eV Å⁻¹: 3.150
Energy above the lowest of the compared OMol25 structures with the same formula, charge and spin, eV: 0.000
E, a.u.: -3107.29683

The geometry in XYZ format:
```
170
Properties=species:S:1:pos:R:3:forces:R:3
C -4.63498 3.11442 -2.22733 0.7 0.6 -0.1
C -3.33993 2.74584 -1.45634 -1.2 0.3 -1.0
C -2.13100 2.98035 -2.37241 0.6 -0.5 0.6
C -1.07261 1.85318 -2.39289 0.4 -0.4 -0.6
C -1.42543 0.76928 -3.43209 -0.8 0.7 0.7
C -0.67345 1.31540 -1.03525 0.7 0.8 0.9
C -1.31853 0.21668 -0.38659 -1.3 -0.1 -2.9
N -2.42090 -0.37706 -0.99224 0.5 -0.8 1.8
C -2.37899 -1.67252 -1.04061 -0.4 0.4 -0.2
C -3.50045 -2.50086 -0.51877 0.0 -0.7 -1.3
C -1.23294 -2.42290 -1.64896 0.3 0.0 1.2
N -0.99994 -0.32452 0.76005 0.5 -0.4 0.7
N 0.02568 0.23047 1.40153 -0.9 0.8 -0.4
B 0.36768 -0.41395 2.74152 0.5 -1.5 0.3
C 1.15159 -1.77094 2.65891 -0.3 0.6 -0.3
O 0.03059 0.17439 3.91310 0.5 0.9 -1.0
C 0.67622 1.26532 0.92387 1.6 1.3 1.0
B 1.90239 1.85528 1.82492 0.1 -0.3 -0.1
O 3.14927 1.41613 1.46549 -0.2 0.9 0.0
C 1.72215 2.86276 3.01223 0.4 0.0 -0.2
C 2.90993 3.84016 3.10952 -0.1 -0.2 -0.2
C 0.38774 1.86963 -0.31674 -1.4 -0.7 -0.9
C 1.16547 3.05297 -0.80494 0.5 0.2 1.2
C 0.85460 4.37272 -0.04043 -0.6 -0.1 -0.6
C -0.64361 4.66590 0.19454 0.1 0.8 0.7
C -0.99701 5.04275 1.65572 -0.2 -0.7 0.1
C -1.92163 4.01106 2.33034 0.2 0.2 0.7
C -1.75354 3.98320 3.86319 0.0 -0.1 -0.1
O -3.03219 3.88059 4.51756 -0.3 -0.1 -0.6
C -3.53896 2.61899 4.46376 0.1 -1.6 0.9
C -4.82702 2.40258 3.71082 -0.3 0.9 0.2
O -3.00497 1.68013 5.02607 -0.1 1.0 -0.7
H -4.39183 3.94840 -2.88866 -0.2 0.1 0.0
H -5.42479 3.47617 -1.57551 -0.2 -0.4 0.0
H -4.95890 2.30945 -2.88109 -0.2 -0.2 0.1
H -3.30599 3.39523 -0.58340 0.2 -0.1 0.2
H -3.46178 1.71076 -1.14902 0.4 0.0 0.2
H -2.42609 3.15024 -3.40561 -0.2 -0.1 -0.1
H -1.60905 3.88488 -2.07241 -0.1 0.2 0.0
H -0.16935 2.31125 -2.79051 0.1 0.0 0.0
H -0.71654 -0.04895 -3.43120 0.1 -0.2 -0.2
H -2.42701 0.41768 -3.19977 0.0 -0.4 -0.2
H -1.49721 1.25921 -4.40021 0.3 -0.1 -0.2
H -3.32534 -3.52875 -0.83432 -0.3 0.0 0.1
H -3.47627 -2.50081 0.56898 -0.1 0.4 0.1
H -4.46302 -2.19047 -0.91718 -0.2 0.2 0.3
H -0.97811 -3.26229 -0.99957 0.1 -0.1 -0.1
H -1.56264 -2.84354 -2.59705 -0.1 0.0 -0.1
H -0.35463 -1.79631 -1.76286 0.1 0.1 -0.3
H 1.57970 -1.91774 1.67034 0.2 -0.2 0.0
H 1.91405 -1.85109 3.43254 0.1 -0.1 0.0
H 0.43603 -2.58493 2.81480 0.0 0.0 0.0
H 0.85194 0.22095 4.42703 -0.4 -0.4 0.8
H 3.27940 1.48286 0.51286 0.2 -0.8 -0.1
H 0.77813 3.37960 2.86555 -0.2 0.0 0.2
H 1.66325 2.35677 3.97731 -0.2 -0.1 0.0
H 3.11520 4.35443 2.17076 -0.1 0.0 -0.1
H 3.80142 3.26394 3.33764 0.2 0.1 0.2
H 2.74473 4.60326 3.86437 0.0 0.0 0.2
H 2.22032 2.84184 -0.63299 0.2 0.1 -0.3
H 1.06905 3.21904 -1.86730 -0.1 -0.1 -0.1
H 1.39432 4.44662 0.89732 0.1 -0.2 0.1
H 1.24509 5.17021 -0.66964 0.3 0.0 0.1
H -0.91371 5.53079 -0.40859 -0.1 -0.2 -0.3
H -1.29116 3.84543 -0.08086 0.0 -0.2 -0.2
H -0.09022 5.12553 2.25423 0.1 0.2 0.0
H -1.51116 5.99842 1.71167 0.1 0.2 -0.1
H -1.74887 2.99793 1.95716 -0.1 0.0 -0.2
H -2.95971 4.29262 2.16492 -0.1 -0.2 -0.3
H -1.15932 3.12929 4.18515 0.2 0.1 0.0
H -1.29517 4.90246 4.21342 -0.1 0.1 0.2
H -5.28521 3.34130 3.40583 0.1 0.0 -0.1
H -4.65447 1.78214 2.83525 0.2 -0.1 -0.1
H -5.54534 1.89029 4.34330 0.1 -0.2 0.1
C 5.87307 -2.90714 0.23726 -0.3 0.0 0.1
C 5.73556 -3.22922 1.72021 0.1 0.2 -0.2
C 5.04520 -4.57358 1.97836 0.0 0.3 0.0
C 3.68643 -4.57474 1.42591 -0.2 -0.2 0.0
N 2.62319 -4.56555 0.98621 0.2 0.1 0.1
H 4.89525 -2.81289 -0.24348 0.0 0.0 0.1
H 6.39636 -1.96226 0.10203 0.1 0.0 0.0
H 6.43648 -3.67897 -0.27822 0.0 0.0 0.0
H 5.17580 -2.43039 2.21297 0.0 -0.1 0.1
H 6.72715 -3.25169 2.17433 0.0 -0.1 0.1
H 4.98311 -4.76824 3.04930 0.0 -0.1 0.0
H 5.60840 -5.38721 1.51979 0.0 0.0 0.0
C -3.46455 -1.59793 3.74535 0.1 0.0 -0.1
C -3.62934 -1.90262 5.22692 0.0 0.1 -0.2
C -4.33485 -3.23967 5.48235 0.0 0.3 0.0
C -5.67940 -3.23180 4.89701 -0.2 -0.2 0.0
N -6.73016 -3.21299 4.43002 0.3 0.0 0.1
H -4.43235 -1.50338 3.24974 0.0 -0.1 0.0
H -2.93604 -0.65551 3.60799 0.0 0.0 0.0
H -2.89573 -2.38570 3.24059 0.0 0.0 0.0
H -4.19075 -1.09372 5.69604 0.0 0.0 0.1
H -2.64738 -1.92570 5.70219 0.0 0.0 0.1
H -4.42242 -3.42483 6.55316 0.0 -0.1 0.0
H -3.76843 -4.06286 5.04317 0.0 0.0 0.0
C 1.29610 -3.60034 8.75764 0.0 0.0 0.0
C 0.13637 -2.79930 8.17650 0.1 -0.1 0.2
C 0.31523 -2.48615 6.68599 0.0 0.0 0.3
C 1.52369 -1.68724 6.46301 0.1 0.1 -0.2
N 2.47038 -1.05697 6.28412 -0.3 -0.1 -0.1
H 2.23350 -3.04510 8.70203 0.0 0.0 0.0
H 1.11358 -3.82558 9.80758 0.0 0.0 0.0
H 1.42578 -4.54566 8.22713 0.0 0.0 0.0
H 0.02744 -1.86793 8.73472 -0.1 0.0 -0.1
H -0.79013 -3.36096 8.30729 0.0 0.1 -0.1
H -0.54097 -1.92473 6.31158 0.0 0.0 -0.1
H 0.39556 -3.40903 6.10873 0.0 0.0 0.0
C 6.79502 -1.12458 -3.72642 0.0 0.0 0.0
C 8.07901 -0.42323 -3.29659 -0.2 0.0 -0.1
C 9.22981 -1.39883 -3.02566 -0.2 0.1 0.1
C 8.87768 -2.32700 -1.94645 0.1 -0.2 0.1
N 8.58624 -3.05052 -1.10121 0.3 0.2 -0.3
H 6.42004 -1.78650 -2.94381 0.0 0.0 0.0
H 6.01418 -0.39327 -3.93684 0.0 0.0 0.0
H 6.95432 -1.71756 -4.62880 0.0 0.0 0.0
H 7.88200 0.16756 -2.39974 0.1 0.0 0.0
H 8.38680 0.27383 -4.07770 0.1 0.0 0.0
H 10.12815 -0.85430 -2.73521 0.1 -0.1 0.0
H 9.46122 -1.97697 -3.92107 0.0 0.0 0.0
C 1.69848 5.31154 -5.28947 0.0 0.0 0.0
C 2.97206 6.07369 -4.94594 -0.3 0.0 0.0
C 4.17266 5.15327 -4.69707 -0.2 0.1 0.1
C 3.91065 4.25141 -3.57122 0.1 -0.2 0.1
N 3.68959 3.54756 -2.68841 0.0 0.2 -0.2
H 1.38532 4.66541 -4.46516 0.1 0.0 0.0
H 0.88192 6.00503 -5.48861 0.0 0.0 -0.1
H 1.83890 4.69397 -6.17729 0.0 0.0 0.0
H 2.79256 6.68989 -4.06096 0.1 0.0 0.0
H 3.21232 6.75001 -5.76419 0.1 -0.1 0.0
H 5.06182 5.74141 -4.46975 0.1 -0.1 0.0
H 4.38320 4.55261 -5.58278 0.0 0.0 0.0
C -0.26499 9.58976 -6.51210 0.0 0.0 0.1
C 1.17285 9.89169 -6.10416 -0.3 0.0 0.0
C 2.17196 9.69541 -7.25017 -0.1 -0.1 0.2
C 2.15309 8.30611 -7.72044 0.1 -0.1 -0.3
N 2.12753 7.21450 -8.08292 0.0 0.3 0.2
H -0.38582 8.54707 -6.81045 0.0 0.0 -0.1
H -0.94310 9.77094 -5.67830 0.0 0.0 0.0
H -0.57782 10.22180 -7.34467 0.0 0.0 0.0
H 1.44999 9.25090 -5.26366 0.1 0.0 0.0
H 1.23835 10.92317 -5.75496 0.1 0.0 0.0
H 3.18234 9.93533 -6.91822 0.0 0.0 -0.1
H 1.92851 10.35040 -8.08742 0.0 0.0 0.0
C -4.87483 -6.37325 1.96042 0.0 0.0 0.0
C -4.24034 -7.64763 1.41218 -0.3 0.1 0.1
C -2.85583 -7.41467 0.79876 -0.3 0.0 0.0
C -2.93640 -6.47892 -0.32673 0.2 0.1 -0.2
N -3.00805 -5.74207 -1.20768 0.0 -0.2 0.2
H -5.04313 -5.63791 1.17141 0.0 0.0 0.0
H -5.84245 -6.59275 2.41026 0.0 0.0 0.0
H -4.24185 -5.91635 2.72612 0.0 0.0 0.0
H -4.90094 -8.08350 0.66135 0.1 -0.1 0.0
H -4.14778 -8.37629 2.21870 0.1 -0.1 -0.1
H -2.43945 -8.35428 0.43556 0.0 0.0 0.0
H -2.16961 -7.00669 1.54294 0.0 0.0 0.0
C -4.75025 -8.00896 -4.79630 0.0 0.0 0.0
C -3.36140 -8.50718 -4.41366 -0.1 0.2 -0.1
C -3.37781 -9.91836 -3.81385 0.0 0.3 0.0
C -4.18616 -9.94946 -2.59083 -0.1 -0.2 0.2
N -4.82741 -9.95690 -1.63600 0.2 0.1 -0.2
H -5.40118 -7.93203 -3.92444 0.0 0.0 0.0
H -4.68826 -7.01760 -5.24464 0.0 0.0 0.0
H -5.22248 -8.67757 -5.51864 0.0 0.0 0.0
H -2.91544 -7.81113 -3.70003 0.0 -0.1 0.0
H -2.72372 -8.51077 -5.29942 0.1 -0.1 0.0
H -2.36494 -10.23788 -3.56831 0.0 -0.1 0.0
H -3.79325 -10.63331 -4.52513 0.0 0.0 0.0
```
Forces are in eV/Å.